Record 1
{"formula": "C30H30BN10O3Y", "method": "wB97M-V/def2-TZVPD", "symbols": ["Y", "C", "C", "C", "C", "N", "N", "B", "N", "C", "C", "C", "C", "N", "N", "C", "C", "C", "C", "N", "N", "C", "C", "C", "C", "N", "H", "H", "H", "H", "H", "H", "H", "H", "H", "H", "H", "H", "H", "H", "H", "H", "H", "H", "H", "H", "O", "C", "C", "C", "C", "C", "C", "C", "O", "N", "N", "C", "C", "C", "C", "C", "C", "C", "O", "H", "H", "H", "H", "H", "H", "H", "H", "H", "H"], "xyz": [[0.6793, 0.5432, -0.3984], [2.4887, 0.5468, 2.7929], [1.0301, 0.4710, 2.9408], [0.2220, 0.1618, 4.0629], [-1.0010, -0.2737, 3.5770], [-1.0979, 0.1217, 2.2445], [0.1756, 0.4994, 1.8538], [-2.2039, -0.0218, 1.1040], [-1.7333, -1.1819, 0.0540], [-2.2094, -2.4458, -0.1149], [-2.2212, -2.7845, -1.4524], [-1.6140, -1.6735, -2.1184], [-1.3500, -1.3794, -3.5752], [-1.2690, -0.7391, -1.2461], [-2.4898, 1.2623, 0.3011], [-3.5588, 2.1462, 0.3829], [-3.3023, 3.2147, -0.5008], [-2.0331, 2.8973, -1.1442], [-1.2475, 3.5404, -2.2099], [-1.5305, 1.8413, -0.5064], [-3.5832, -0.3721, 1.8691], [-4.8069, -0.7382, 1.3273], [-5.8512, -0.2486, 2.1225], [-5.1565, 0.3465, 3.2452], [-5.7317, 1.0691, 4.4088], [-3.8140, 0.3010, 3.0706], [2.6626, 0.0274, 1.8642], [2.6244, 1.6379, 2.7997], [2.9850, 0.1105, 3.6870], [0.4983, 0.1734, 5.0758], [-1.8822, -0.6274, 4.1262], [-2.6565, -2.9517, 0.7204], [-2.9310, -3.5241, -1.8702], [-0.7619, -2.0807, -4.1453], [-2.3315, -1.2846, -4.1022], [-0.9804, -0.3327, -3.6670], [-4.4309, 1.9564, 0.9531], [-3.9093, 4.0997, -0.6257], [-1.7458, 4.3896, -2.7018], [-0.3294, 3.9146, -1.7988], [-0.9775, 2.8036, -2.9900], [-4.8286, -1.3697, 0.4537], [-6.8944, -0.4412, 2.0536], [-5.7026, 0.4618, 5.3360], [-5.2293, 1.9534, 4.6193], [-6.8417, 1.2345, 4.1615], [5.0197, -3.1851, -1.4245], [3.9029, -3.9295, -1.3666], [4.0075, -5.3399, -1.7570], [2.9006, -6.1922, -1.6371], [1.6784, -5.7299, -1.1619], [1.5567, -4.4085, -0.7491], [2.6017, -3.5068, -0.9913], [2.3590, -2.0984, -0.7588], [1.2070, -1.7239, -0.2928], [3.3262, -1.2180, -1.0486], [2.9315, 0.1073, -0.8395], [3.9964, 0.9531, -0.7374], [3.9645, 2.3666, -1.0171], [5.1286, 3.1219, -1.3675], [5.0594, 4.4919, -1.5241], [3.8001, 5.1563, -1.6507], [2.6259, 4.4501, -1.4560], [2.6949, 3.0792, -1.0667], [1.5756, 2.4852, -0.7312], [4.5782, -2.2412, -1.4026], [4.9371, -5.7126, -2.0851], [3.0330, -7.2177, -2.0884], [0.7603, -6.2868, -1.1727], [0.6629, -4.0146, -0.3289], [4.9739, 0.4734, -0.5532], [6.1815, 2.6921, -1.4921], [5.9590, 5.1108, -1.6980], [3.8221, 6.1468, -2.0512], [1.6276, 4.9155, -1.5901]], "mulliken_charge": [2.10, -0.85, 0.60, -1.47, 0.05, 0.39, -0.42, -0.21, 1.76, -0.44, -1.25, 0.52, -1.28, -0.77, 1.00, -0.11, -1.39, 0.45, -0.88, -0.42, 0.35, -0.18, -1.37, 0.73, -1.19, -0.92, 0.08, 0.29, 0.38, 0.51, 0.50, 0.65, 0.42, 0.34, 0.35, 0.22, 0.44, 0.45, 0.42, -0.10, 0.18, 0.51, 0.48, 0.28, 0.35, 0.30, -0.63, 0.41, -0.65, -0.36, -0.59, -0.60, 0.18, 0.78, -0.75, -0.67, -0.04, -0.28, 0.56, -0.81, -0.54, -0.48, -0.62, 0.69, -0.52, 0.58, 0.48, 0.31, 0.42, 0.51, 0.39, 0.32, 0.36, 0.42, 0.27], "homo_energy_ev": [-10.93, -10.93], "spin_multiplicity": 2, "total_charge": 1, "s2": 0.81, "orbital_gap_ev": [6.9, 4.6]}

Record 2
{"formula": "C45H43BrIrN6O6P", "method": "wB97M-V/def2-TZVPD", "symbols": ["Ir", "Br", "C", "C", "C", "C", "O", "C", "C", "N", "C", "C", "C", "C", "C", "C", "C", "C", "N", "C", "C", "H", "H", "H", "H", "H", "H", "H", "H", "H", "H", "C", "C", "C", "C", "C", "C", "C", "C", "C", "C", "C", "C", "C", "C", "C", "N", "H", "H", "H", "H", "H", "H", "H", "H", "H", "H", "O", "C", "O", "C", "C", "C", "C", "O", "C", "O", "C", "C", "H", "H", "H", "H", "H", "C", "N", "C", "P", "O", "N", "C", "C", "N", "C", "C", "H", "H", "H", "H", "H", "H", "H", "H", "H", "H", "H", "H", "H", "H", "H", "H", "H", "H"], "xyz": [[-0.3935, 0.7522, -0.8466], [6.3568, -0.5917, -3.8397], [4.6815, 0.0726, -3.2924], [4.5470, 1.4559, -3.0603], [3.3429, 1.9250, -2.6205], [2.2446, 1.0636, -2.3606], [1.1244, 1.6117, -2.0411], [2.4052, -0.3682, -2.5906], [1.3945, -1.3217, -2.3688], [0.1972, -1.0867, -1.7921], [-0.6885, -2.0890, -1.5206], [-0.3859, -3.4577, -1.5229], [-1.3539, -4.4049, -1.2007], [-2.6410, -4.0372, -0.8797], [-3.0116, -2.6760, -0.9131], [-4.3144, -2.2152, -0.6301], [-4.6052, -0.8797, -0.7304], [-3.5886, 0.0115, -1.0846], [-2.3543, -0.3919, -1.3066], [-2.0396, -1.7044, -1.2383], [3.6367, -0.8044, -3.1060], [5.3693, 2.1285, -3.2569], [3.1820, 2.9840, -2.4655], [1.6002, -2.3186, -2.7412], [0.6167, -3.7898, -1.7495], [-1.0863, -5.4533, -1.1996], [-3.3800, -4.7788, -0.6057], [-5.0742, -2.9326, -0.3460], [-5.5963, -0.5029, -0.5236], [-3.7783, 1.0715, -1.1789], [3.7698, -1.8529, -3.3362], [-0.2895, 4.1957, 1.7000], [-1.0677, 5.1251, 1.0221], [-1.5848, 4.8194, -0.2267], [-1.3347, 3.5842, -0.8172], [-0.5919, 2.6335, -0.1029], [-0.0408, 2.9581, 1.1285], [-1.8088, 3.2239, -2.1545], [-2.5300, 4.1106, -2.9870], [-2.9427, 3.6908, -4.2148], [-2.6335, 2.3883, -4.6607], [-3.0403, 1.8964, -5.9191], [-2.6860, 0.6384, -6.3163], [-1.8904, -0.1646, -5.4761], [-1.4861, 0.2843, -4.2500], [-1.8660, 1.5648, -3.7964], [-1.5027, 2.0060, -2.5639], [0.1222, 4.4331, 2.6724], [-1.2605, 6.0952, 1.4599], [-2.1856, 5.5567, -0.7410], [0.5574, 2.2357, 1.6651], [-2.7516, 5.1133, -2.6567], [-3.4974, 4.3508, -4.8709], [-3.6333, 2.5388, -6.5582], [-3.0037, 0.2623, -7.2794], [-1.5939, -1.1491, -5.8139], [-0.8597, -0.3268, -3.6182], [-2.8060, 1.3364, 1.2472], [-2.1546, 0.3494, 1.5698], [-1.0667, -0.0578, 0.9761], [-2.5697, -0.5145, 2.7229], [-3.6209, -0.0940, 3.5255], [-4.0747, -0.8720, 4.5890], [-3.4373, -2.0717, 4.7974], [-3.6919, -3.0124, 5.7485], [-2.7301, -4.0459, 5.5684], [-1.9321, -3.7088, 4.4379], [-2.3773, -2.4915, 3.9994], [-1.9204, -1.7369, 2.9525], [-4.0813, 0.8586, 3.3038], [-4.8892, -0.5559, 5.2259], [-3.2363, -4.9983, 5.3945], [-2.0979, -4.1221, 6.4577], [-1.1003, -2.0572, 2.3242], [3.1178, -0.6969, 4.1198], [2.2178, -0.2706, 3.0615], [1.0480, 0.4785, 3.4948], [2.7022, -0.2093, 1.4653], [1.5624, 0.1716, 0.5977], [3.3397, -1.7464, 1.2786], [2.3028, -2.7806, 1.3805], [4.2997, -2.0313, 0.2190], [3.9881, 0.8299, 1.2290], [3.6611, 2.2257, 0.9600], [5.2458, 0.6645, 1.9417], [2.5529, -1.2655, 4.8634], [3.5941, 0.1469, 4.6311], [3.8846, -1.3489, 3.7097], [0.6012, -0.0252, 4.3550], [0.3171, 0.4981, 2.6885], [1.2898, 1.5056, 3.7995], [1.7015, -2.6212, 2.2736], [2.7792, -3.7592, 1.4482], [1.6370, -2.7761, 0.5078], [4.9396, -1.1695, 0.0412], [3.8015, -2.2864, -0.7191], [4.9198, -2.8770, 0.5228], [2.7707, 2.2901, 0.3395], [4.4963, 2.6895, 0.4306], [3.4888, 2.7980, 1.8813], [5.3957, -0.3758, 2.2234], [5.2856, 1.2806, 2.8469], [6.0707, 0.9710, 1.2929]], "nbo_charge": [1.66, 0.14, 0.01, -0.29, -0.19, 0.35, -0.62, 0.06, -0.12, -0.55, 0.19, -0.25, -0.19, -0.17, -0.12, -0.10, -0.25, 0.11, -0.48, 0.22, -0.31, 0.24, 0.24, 0.19, 0.22, 0.23, 0.22, 0.23, 0.24, 0.23, 0.23, -0.19, -0.16, -0.20, -0.02, -0.13, -0.21, 0.22, -0.24, -0.10, -0.10, -0.16, -0.20, -0.18, -0.17, 0.16, -0.42, 0.22, 0.23, 0.22, 0.24, 0.23, 0.23, 0.22, 0.23, 0.22, 0.22, -0.65, 0.78, -0.73, -0.19, -0.16, -0.27, 0.25, -0.47, 0.24, -0.49, 0.29, -0.26, 0.24, 0.24, 0.17, 0.16, 0.24, -0.41, -0.82, -0.42, 2.46, -1.16, -0.80, -0.42, -0.41, -0.81, -0.41, -0.41, 0.20, 0.19, 0.22, 0.21, 0.24, 0.17, 0.22, 0.21, 0.19, 0.22, 0.18, 0.20, 0.23, 0.20, 0.18, 0.22, 0.19, 0.20], "homo_energy_ev": [-8.21, -10.00], "spin_multiplicity": 6, "total_charge": 1, "s2": 8.81, "orbital_gap_ev": [5.5, 4.6]}

Record 3
{"formula": "C45H46BClN4O5P", "method": "wB97M-V/def2-TZVPD", "symbols": ["C", "C", "C", "N", "C", "C", "Cl", "N", "C", "B", "N", "O", "C", "P", "C", "C", "N", "C", "C", "C", "C", "C", "C", "C", "C", "H", "H", "H", "H", "H", "H", "H", "H", "H", "H", "H", "H", "H", "H", "H", "H", "H", "H", "H", "H", "H", "H", "H", "H", "H", "H", "H", "H", "H", "H", "C", "C", "C", "C", "C", "C", "C", "O", "C", "C", "C", "C", "C", "C", "C", "O", "H", "H", "H", "H", "H", "H", "H", "H", "C", "C", "C", "C", "C", "C", "C", "O", "C", "C", "C", "C", "C", "C", "C", "O", "H", "H", "H", "H", "H", "H", "H", "H"], "xyz": [[5.1144, -0.0144, 1.9791], [4.5099, 0.5920, 3.2302], [5.5314, 1.0535, 4.2532], [3.2364, 0.6675, 3.4185], [2.6714, 1.9725, 3.4831], [1.3381, 2.0071, 4.2527], [1.5962, 1.6325, 5.9569], [0.5028, 0.9766, 3.6803], [0.2291, 1.1292, 2.2384], [-1.3102, 1.6376, 2.0932], [-1.6674, 2.8296, 2.8215], [-2.2695, 0.9632, 1.3533], [1.0983, 2.1699, 1.4702], [1.3292, 1.3894, -0.2163], [2.2861, -0.1806, -0.0522], [2.1241, 2.5738, -1.4068], [2.4305, 2.5621, 2.1279], [2.5385, 4.0619, 2.1238], [3.9853, 4.5733, 2.3786], [4.5901, 5.3158, 1.2118], [4.8869, 6.6442, 1.3838], [5.4698, 7.3823, 0.3764], [5.7169, 6.7691, -0.8254], [5.4280, 5.4444, -1.0223], [4.8756, 4.7202, 0.0026], [4.9899, 0.6476, 1.1165], [6.1594, -0.2808, 2.1421], [4.5573, -0.9372, 1.7870], [5.0245, 1.6098, 5.0462], [6.1710, 1.7869, 3.7388], [6.1211, 0.2215, 4.6364], [3.3538, 2.5910, 4.0889], [0.8194, 2.9685, 4.1161], [-0.3377, 0.8235, 4.2204], [0.2468, 0.1726, 1.7013], [-1.1068, 3.6441, 2.6004], [-2.6398, 3.0918, 2.6954], [-2.3643, 1.3516, 0.4752], [0.5084, 3.0627, 1.2644], [3.2155, -0.1949, -0.6279], [1.6515, -0.9839, -0.4267], [2.4847, -0.3438, 1.0122], [3.1597, 2.2656, -1.5800], [1.5966, 2.4502, -2.3552], [2.0260, 3.6213, -1.1179], [3.1810, 2.2483, 1.5102], [1.8907, 4.4429, 2.9159], [2.1926, 4.4764, 1.1769], [3.9468, 5.2471, 3.2362], [4.6038, 3.7174, 2.6837], [4.6731, 7.1436, 2.3253], [5.7195, 8.4221, 0.5478], [6.1560, 7.3360, -1.6404], [5.6351, 4.9759, -1.9773], [4.6525, 3.6563, -0.0827], [-4.7081, -0.8598, 3.8148], [-5.9395, -0.3165, 3.4625], [-6.7585, -0.9798, 2.5641], [-6.3431, -2.1815, 2.0032], [-5.0967, -2.7127, 2.3390], [-4.2876, -2.0537, 3.2553], [-4.6107, -3.9732, 1.7113], [-3.5264, -4.4337, 2.0069], [-5.4790, -4.6458, 0.7083], [-5.0210, -5.7915, 0.0691], [-5.8243, -6.4347, -0.8575], [-7.0933, -5.9414, -1.1437], [-7.5532, -4.7969, -0.5138], [-6.7462, -4.1400, 0.4064], [-7.2407, -2.8916, 1.0487], [-8.3447, -2.4565, 0.7982], [-4.0725, -0.3447, 4.5245], [-6.2602, 0.6244, 3.8913], [-7.7189, -0.5624, 2.2930], [-3.3275, -2.4733, 3.5249], [-4.0357, -6.1774, 0.2940], [-5.4638, -7.3241, -1.3578], [-7.7220, -6.4498, -1.8630], [-8.5379, -4.4106, -0.7396], [-0.5298, -0.9952, -1.8584], [-1.5232, -1.9463, -1.6374], [-1.8384, -2.8621, -2.6276], [-1.1701, -2.8241, -3.8464], [-0.1911, -1.8564, -4.0743], [0.1322, -0.9511, -3.0724], [0.5044, -1.7673, -5.3885], [1.3593, -0.9250, -5.5779], [0.1214, -2.7256, -6.4583], [0.7174, -2.6247, -7.7094], [0.3791, -3.5193, -8.7108], [-0.5502, -4.5249, -8.4645], [-1.1516, -4.6274, -7.2212], [-0.8261, -3.7246, -6.2172], [-1.5062, -3.8268, -4.8972], [-2.3185, -4.7002, -4.6791], [-0.2714, -0.2780, -1.0816], [-2.0490, -1.9724, -0.6906], [-2.6061, -3.6053, -2.4567], [0.9016, -0.2084, -3.2477], [1.4424, -1.8451, -7.9005], [0.8406, -3.4360, -9.6861], [-0.8078, -5.2271, -9.2467], [-1.8774, -5.4064, -7.0311]], "mulliken_charge": [-1.10, 1.15, -1.46, -0.22, -1.06, -0.25, -0.18, -0.48, -0.55, 0.43, -0.45, -0.64, -0.93, 0.34, -1.14, -1.49, 1.33, -1.02, -0.41, 0.09, -0.40, -0.76, -0.34, -0.91, 0.31, 0.15, 0.44, 0.36, 0.33, 0.39, 0.46, 0.60, 0.28, 0.43, 0.51, 0.19, 0.24, 0.26, 0.64, 0.42, 0.46, 0.32, 0.41, 0.49, 0.38, 0.07, 0.29, 0.73, 0.41, 0.04, 0.33, 0.41, 0.37, 0.41, 0.28, -0.44, -0.61, -0.63, 0.31, 0.18, -0.58, 0.56, -0.68, 0.19, -0.52, -0.58, -0.47, -0.60, 0.19, 0.57, -0.65, 0.49, 0.42, 0.50, 0.51, 0.51, 0.42, 0.41, 0.48, 0.17, -1.20, -0.85, 0.23, -0.12, -0.35, 0.51, -0.68, 0.16, -0.57, -0.50, -0.50, -0.51, 0.15, 0.57, -0.67, 0.54, 0.72, 0.66, 0.49, 0.46, 0.41, 0.41, 0.48], "homo_energy_ev": -11.08, "spin_multiplicity": 1, "total_charge": 1, "de_lowest_kcal_mol": 0.0, "orbital_gap_ev": 8.2}

Q: Which formula does entry 2 have?
A: C45H43BrIrN6O6P